--- w ---
This record from the Open Molecules 2025 dataset describes the molecule C3H8N2S. The level of theory is ωB97M-V with the def2-TZVPD basis set.

Element x y z (Å)
C  3.111  0.215  0.147
N  1.943  0.488  -0.230
S  0.706  -0.611  -0.095
C  -0.690  0.558  0.065
C  -1.960  -0.326  0.116
N  -3.218  0.288  0.029
H  3.472  -0.634  0.735
H  3.894  0.978  0.094
H  -0.759  1.263  0.975
H  -0.610  1.153  -0.787
H  -2.075  -1.116  -0.654
H  -1.895  -0.932  1.057
H  -3.944  -0.345  -0.323
H  -3.219  1.294  -0.145

The frontier orbital gap comes out at 9.38 eV. As for the LUMO energy: 1.01 eV. Its SMILES is C=NSCCN.

=====

--- x ---
This record from the Open Molecules 2025 dataset describes the molecule C3H8N2S. The level of theory is ωB97M-V with the def2-TZVPD basis set.

Element x y z (Å)
C  2.967  -0.378  -0.021
N  1.717  0.312  0.065
C  0.646  -0.401  0.065
N  -0.598  0.215  -0.162
C  -0.739  1.621  0.016
S  -1.965  -0.674  -0.066
H  3.791  0.036  0.605
H  2.921  -1.473  0.155
H  3.458  -0.232  -0.959
H  0.643  -1.518  0.111
H  0.247  2.080  -0.176
H  -0.922  1.798  1.092
H  -1.488  2.022  -0.643
H  -2.298  -0.670  1.198

The frontier orbital gap comes out at 9.72 eV. As for the LUMO energy: 0.80 eV. Its SMILES is C/N=C/N(C)S.

=====

Tell me which of them is the most stable. Sure, it is x.

=====

--- w ---
This record from the Open Molecules 2025 dataset describes the molecule CH3IOS2. The level of theory is ωB97M-V with the def2-TZVPD basis set.

Element x y z (Å)
C  1.257  0.333  -0.228
O  -0.910  -0.818  1.530
S  -0.066  -0.781  -1.207
S  -1.549  -1.057  0.263
I  -3.066  0.866  -0.122
H  1.149  1.335  -0.611
H  2.215  -0.116  -0.439
H  0.970  0.237  0.814

The frontier orbital gap comes out at 8.40 eV. As for the LUMO energy: -0.94 eV.

=====

--- x ---
This record from the Open Molecules 2025 dataset describes a cluster of 2 separate species, CH3IOS2 in total. The level of theory is ωB97M-V with the def2-TZVPD basis set.

Element x y z (Å)
C  2.278  1.074  -0.401
O  2.125  -0.769  1.409
S  -1.299  2.795  -3.040
S  1.319  0.344  0.959
I  -1.027  0.687  -3.994
H  1.489  1.203  -1.194
H  2.624  2.043  -0.374
H  2.946  0.307  -0.618

The frontier orbital gap (alpha / beta) comes out at 8.55 / 5.70 eV. As for the LUMO energy (alpha / beta): -0.85 / -2.83 eV.

=====

--- y ---
This record from the Open Molecules 2025 dataset describes a structure of composition CH3IOS2. The level of theory is ωB97M-V with the def2-TZVPD basis set.

Element x y z (Å)
C  -0.811  0.200  -0.277
O  1.436  0.869  0.863
S  1.850  -0.576  -1.509
S  0.935  -0.161  0.025
I  -1.829  0.448  1.543
H  -0.914  1.117  -0.771
H  -1.121  -0.702  -0.850
H  0.454  -1.195  0.976

The frontier orbital gap comes out at 9.85 eV. As for the LUMO energy: -0.02 eV.

=====

--- z ---
This record from the Open Molecules 2025 dataset describes a cluster of 2 separate species, CH3IOS2 in total. The level of theory is ωB97M-V with the def2-TZVPD basis set.

Element x y z (Å)
C  -0.937  -0.382  0.004
O  -0.120  0.294  0.925
S  -0.060  1.882  0.649
S  2.394  0.923  -1.014
I  2.386  -1.040  0.109
H  -1.955  0.173  -0.076
H  -1.247  -1.482  0.318
H  -0.460  -0.368  -0.915

The frontier orbital gap comes out at 5.88 eV. As for the LUMO energy: -2.75 eV.

=====

Tell me which of them is the most stable. Sure, it is w.